# C3H9CdNO2

A molecular structure, C3H9CdNO2 at a distorted geometry (ωB97M-V/def2-TZVPD, the OMol25 dataset).

Structure (XYZ):
```
16
Properties=species:S:1:pos:R:3:forces:R:3:lowdin_charge:R:1
Cd -0.02680 0.11132 -0.56217 -0.3 0.7 2.4 1.19
C 0.22537 -0.06250 -3.39456 -1.2 0.5 1.4 -0.16
H 1.28672 0.13516 -3.20926 -0.1 0.0 -0.2 0.01
H 0.05429 -1.09390 -3.71313 0.1 0.1 0.0 0.02
H -0.18398 0.64332 -4.12501 0.3 -0.2 0.0 0.02
H -0.45958 0.11349 -2.40823 1.9 -0.5 -3.8 -0.20
H -1.47878 0.07335 -1.44110 -0.7 -0.1 1.1 -0.10
N 0.60592 -1.08027 1.39118 -0.2 -1.5 0.4 -0.10
C 1.02217 -0.22521 2.51109 0.2 0.5 -0.2 -0.19
C 1.42361 1.14390 1.96880 0.2 0.7 -0.1 -0.69
O 1.98806 1.89408 2.74760 -0.2 -0.1 -0.3 0.03
O 1.12059 1.40843 0.73028 0.2 -0.1 0.1 -0.25
H -0.10659 -1.71867 1.74754 0.1 0.0 -0.4 0.08
H 1.40761 -1.66911 1.17421 -0.2 -0.1 -0.2 0.08
H 0.21024 -0.08530 3.23693 0.2 -0.1 -0.3 0.13
H 1.88496 -0.64418 3.04283 -0.2 0.1 -0.1 0.12
```
Forces are in eV/Å.

- Total energy: -13404.4762 eV
- Frontier orbital gap: 9.09 eV
- Total charge: 0
- HOMO energy: -9.19 eV
- LUMO energy: -0.0039 hartree


# C19H20N4O2S

A single C19H20N4O2S molecule (ωB97M-V/def2-TZVPD, the OMol25 dataset).

Structure (XYZ):
```
46
Properties=species:S:1:pos:R:3:forces:R:3:lowdin_charge:R:1
C -1.50340 -4.54634 -0.11885 0.0 0.2 0.1 -0.07
C -1.49865 -3.43092 0.91901 0.0 -0.4 0.1 -0.20
N -1.24678 -2.14505 0.30541 -0.1 0.1 0.0 -0.01
C -0.02772 -1.55830 0.21949 0.2 0.3 -0.2 -0.36
O 1.00892 -1.98740 0.67838 0.1 -0.1 0.1 0.09
C -0.22827 -0.23245 -0.50385 0.4 0.2 0.0 -0.15
C 0.20517 0.95443 0.37789 0.2 0.2 -0.2 -0.02
C 1.63178 1.41211 0.06049 -0.6 -0.3 0.2 -0.46
O 1.86334 2.53302 -0.33579 0.1 0.3 -0.1 0.08
N 2.54728 0.43599 0.26519 0.2 -0.4 0.1 0.14
C 3.93391 0.48169 0.08117 0.3 0.1 -0.1 -0.21
C 4.64479 -0.69562 0.30919 -0.1 0.0 0.0 -0.03
C 6.01645 -0.72183 0.15153 0.0 0.0 0.0 -0.09
C 6.69525 0.42272 -0.23454 0.1 0.0 0.0 -0.10
C 5.98964 1.59176 -0.46133 0.1 -0.1 0.0 -0.08
C 4.61541 1.63076 -0.30685 -0.1 0.2 0.0 -0.01
N -1.64329 -0.26283 -0.78813 0.1 -0.4 0.2 -0.06
C -2.35837 0.75696 -1.51568 -0.3 0.0 -0.1 -0.10
C -3.24580 1.57246 -0.60137 -0.3 0.0 -0.1 -0.28
C -4.62784 1.56883 -0.73562 0.1 0.2 0.0 -0.05
C -5.37888 2.32411 0.15052 0.1 0.0 0.0 -0.06
C -4.72607 3.05220 1.13235 0.0 -0.1 -0.1 -0.06
C -3.34244 2.98717 1.18218 -0.2 0.2 0.2 -0.13
N -2.62273 2.26804 0.34053 0.2 -0.1 -0.2 0.11
C -2.22595 -1.37139 -0.30198 -0.2 0.2 -0.2 -0.75
S -3.80718 -1.77379 -0.40907 -0.5 -0.2 0.0 0.75
H -1.68673 -5.49838 0.37020 0.0 -0.1 0.0 0.08
H -2.28888 -4.37304 -0.85039 0.0 0.0 0.0 0.06
H -0.54441 -4.59289 -0.62970 0.1 0.0 0.0 0.08
H -2.46877 -3.37526 1.41879 0.2 0.0 0.0 0.10
H -0.70816 -3.59232 1.65525 -0.1 0.1 0.0 0.12
H 0.34202 -0.21652 -1.44380 0.0 -0.1 0.1 0.18
H -0.47582 1.79274 0.21133 0.2 -0.2 0.1 0.09
H 0.14277 0.67801 1.43288 -0.1 0.0 0.0 0.14
H 2.20199 -0.47434 0.56589 -0.1 0.2 0.0 0.10
H 4.11122 -1.58634 0.60989 -0.1 -0.1 0.0 0.11
H 6.55800 -1.63898 0.33102 0.0 -0.1 0.0 0.10
H 7.76774 0.40172 -0.35711 0.1 0.0 0.0 0.10
H 6.51247 2.48754 -0.76220 0.0 0.1 0.0 0.10
H 4.06909 2.54179 -0.48373 0.0 0.0 0.0 0.10
H -1.61958 1.40649 -1.98929 0.0 0.0 0.0 0.14
H -2.97223 0.27330 -2.28239 0.1 0.1 0.0 0.12
H -5.10180 0.97921 -1.50406 0.0 -0.1 -0.1 0.10
H -6.45636 2.33852 0.07802 -0.1 0.0 0.0 0.11
H -5.27436 3.65066 1.84261 0.0 0.1 0.1 0.10
H -2.77672 3.53176 1.92656 -0.1 0.1 0.1 0.11
```
Forces are in eV/Å.

- Relative energy (zero: lowest compared OMol25 entry of this formula, charge and spin): 0.0 kcal/mol
- Total energy: -40920.2603 eV
- Frontier orbital gap: 8.83 eV
- Total charge: 0
- HOMO energy: -8.34 eV
- LUMO energy: 0.0183 hartree
- Structure (SMILES): CCN1C(=O)[C@H](CC(=O)Nc2ccccc2)N(Cc2ccccn2)C1=S


# C16H21N3O9PPdS2

A molecular structure, C16H21N3O9PPdS2 (ωB97M-V/def2-TZVPD, the OMol25 dataset).

Structure (XYZ):
```
53
Properties=species:S:1:pos:R:3:forces:R:3:lowdin_charge:R:1
Pd -0.38786 -0.12878 0.12095 -0.1 0.6 0.0 1.19
O 3.77836 0.22794 1.12275 0.1 0.0 0.1 -0.33
S 2.62988 -0.35789 0.46787 -0.8 -0.3 0.0 0.47
O 1.52187 -0.70488 1.38481 0.2 0.0 -0.4 -0.38
O 2.13238 0.41193 -0.67035 0.4 -0.1 0.0 -0.38
C 3.20726 -1.91257 -0.22841 0.2 0.1 0.0 -0.21
C 4.57505 -2.12587 -0.11775 0.0 -0.1 -0.1 -0.06
C 5.18221 -3.24333 -0.67730 0.1 0.2 0.1 -0.09
C 4.41762 -4.15929 -1.36350 -0.1 -0.1 -0.1 -0.09
C 3.04582 -3.96790 -1.46444 0.1 0.0 0.0 -0.06
C 2.42601 -2.86305 -0.89978 0.0 -0.2 0.0 -0.21
S 0.63175 -2.88443 -1.00632 -0.1 0.6 0.4 0.47
O 0.23973 -1.57105 -1.56408 0.2 -0.3 0.2 -0.40
O 0.29265 -4.00681 -1.84250 0.0 0.0 -0.2 -0.32
O 0.18624 -3.00582 0.38276 0.0 -0.3 0.0 -0.37
H 5.16119 -1.38870 0.40744 0.0 0.0 0.0 0.10
H 6.25152 -3.38358 -0.57706 0.0 0.0 0.0 0.10
H 4.87474 -5.03066 -1.81532 0.0 0.0 0.0 0.10
H 2.42694 -4.68668 -1.97852 0.0 0.0 0.0 0.10
C 1.08996 3.06296 -1.29854 -0.1 0.1 -0.1 -0.17
P 0.97757 3.04568 0.48858 0.2 -0.2 -0.2 0.56
C 2.63891 3.28995 1.11565 0.0 0.0 0.0 -0.16
C 0.06931 4.54563 0.91192 -0.1 0.0 0.1 -0.17
O 0.29953 1.85080 1.08168 -0.1 0.0 -0.1 -0.40
H 1.40508 4.05259 -1.63496 0.0 0.0 0.0 0.05
H 0.10989 2.81749 -1.71111 0.0 0.0 0.0 0.04
H 1.79793 2.30363 -1.61910 0.0 0.0 0.0 0.04
H 3.11702 4.13428 0.61994 0.0 0.1 0.0 0.05
H 3.21472 2.38062 0.94358 0.0 0.0 0.0 0.02
H 2.59424 3.47199 2.18886 0.0 0.0 0.0 0.06
H 0.62058 5.44230 0.63801 0.1 0.1 0.0 0.05
H -0.12135 4.54579 1.98346 0.0 0.0 0.1 0.05
H -0.88466 4.53919 0.38728 -0.1 0.0 0.0 0.04
O -1.74114 1.35874 -1.21230 -0.1 0.1 0.0 -0.04
C -2.44760 1.50349 -0.19669 0.1 -0.3 -0.1 -0.56
C -3.67971 2.36677 -0.04902 0.0 0.0 0.0 -0.09
C -4.09697 2.08504 1.39187 -0.1 0.0 0.0 -0.09
C -3.08985 1.03668 1.89395 0.1 0.2 -0.2 -0.49
O -3.12880 0.51950 2.98189 0.0 -0.1 0.2 0.06
N -2.16443 0.82095 0.90476 -0.1 -0.3 0.4 0.03
H -4.42109 2.06243 -0.78777 0.0 0.0 0.0 0.11
H -3.43072 3.40916 -0.25242 0.0 0.0 0.0 0.11
H -5.10434 1.68179 1.48779 0.0 0.0 0.0 0.11
H -4.02955 2.95874 2.03975 0.0 0.0 0.0 0.11
N -2.52267 -2.95975 0.28922 0.1 -0.2 0.0 0.00
C -3.68318 -3.62620 0.18854 0.0 0.0 0.0 -0.11
C -4.55605 -2.81154 -0.50045 0.0 0.0 0.0 -0.09
C -3.79815 -1.66249 -0.78521 0.0 0.0 0.1 -0.16
N -2.57170 -1.77051 -0.30312 0.2 0.0 -0.1 0.02
H -1.59938 -3.27319 0.60762 -0.2 0.1 -0.1 0.11
H -3.79519 -4.61059 0.60256 0.0 -0.1 0.0 0.11
H -5.57726 -3.02039 -0.76259 0.0 0.0 0.0 0.08
H -4.08434 -0.77011 -1.31488 0.0 0.1 -0.1 0.10
```
Forces are in eV/Å.

- Spin multiplicity: 3
- Relative energy (zero: lowest compared OMol25 entry of this formula, charge and spin): 16.2 kcal/mol
- Total energy: -74273.2376 eV
- Frontier orbital gap (spin up / spin down): 8.89 / 8.34 eV
- ⟨S²⟩: 2.0034
- Total charge: -1
- HOMO energy (spin up / spin down): -6.31 / -6.33 eV
- LUMO energy (spin up / spin down): 0.0949 / 0.0738 hartree


# CH3O12S2Tl

A molecular structure, CH3O12S2Tl at a distorted geometry (ωB97M-V/def2-TZVPD, the OMol25 dataset).

Structure (XYZ):
```
19
Properties=species:S:1:pos:R:3:forces:R:3:lowdin_charge:R:1
Tl -13.47079 -1.44528 -22.35981 0.9 0.5 -0.1 0.95
S -8.55524 -2.59390 -18.86678 0.9 0.2 1.0 0.16
O -7.39839 -1.65628 -18.91042 0.0 0.1 0.0 -0.27
O -9.34460 -2.25596 -20.04295 -1.1 0.4 -1.5 -0.31
O -8.11197 -3.96966 -18.91387 0.3 -1.1 -0.2 -0.38
O -9.31369 -2.33359 -17.64504 -0.5 0.3 0.6 -0.36
S -10.46009 3.95815 -22.24973 -1.2 -0.1 -0.4 0.15
O -10.73188 4.19981 -23.65947 -0.6 0.0 -1.1 -0.30
O -9.03116 4.01452 -22.09521 2.5 -0.3 0.4 -0.21
O -10.95849 5.04538 -21.41478 -0.7 1.0 0.9 -0.28
O -11.06527 2.70890 -21.81067 -0.3 -0.7 0.2 -0.31
O -7.88788 -0.09498 -23.62327 1.3 0.3 -0.2 0.05
C -8.56781 -0.01015 -24.80820 0.9 2.4 -0.8 -0.87
O -9.61882 -0.62189 -24.81891 -2.9 -2.1 -0.3 -0.05
O -8.15711 0.74754 -25.72717 0.6 -0.8 1.0 -0.05
H -8.37757 -0.73204 -23.09795 -0.1 0.0 0.2 0.09
O -13.76732 2.07975 -24.99400 -0.4 -0.4 0.0 -0.06
H -14.47401 2.56814 -25.41624 -0.1 0.1 -0.1 0.02
H -13.02604 2.68531 -24.99021 0.6 0.2 0.2 0.04
```
Forces are in eV/Å.

- Total energy: -52012.8435 eV
- Frontier orbital gap: 1.98 eV
- Total charge: -2
- HOMO energy: -1.62 eV
- LUMO energy: 0.0131 hartree


# C24H17AlAsCl2S2

A molecular structure, C24H17AlAsCl2S2 (ωB97M-V/def2-TZVPD, the OMol25 dataset).

Structure (XYZ):
```
47
Properties=species:S:1:pos:R:3:forces:R:3:lowdin_charge:R:1
Al 0.85553 -2.14085 -0.22885 0.0 0.0 -0.1 -0.35
S 3.03163 -2.06272 -0.15262 0.0 0.0 0.0 0.74
C 3.34514 -0.31229 -0.41052 0.0 -0.1 0.0 -0.61
C 4.64537 0.02140 -0.77962 0.0 0.0 0.0 -0.10
C 4.99847 1.34703 -0.98433 0.0 0.0 0.0 -0.05
C 4.06124 2.36075 -0.83786 0.0 0.0 0.0 -0.06
C 2.76435 2.03924 -0.47509 0.0 0.0 0.0 -0.09
C 2.40747 0.71348 -0.24981 0.0 0.0 0.0 -0.40
As 0.62091 0.25459 0.25275 0.0 0.0 0.1 1.30
C 0.47032 0.50326 2.14636 0.0 0.0 0.0 -0.38
C -0.61029 -0.08616 2.79925 0.0 0.0 0.0 -0.11
C -0.74959 0.07622 4.16870 0.0 0.0 0.0 -0.06
C 0.18890 0.81537 4.87719 0.0 0.0 0.0 -0.06
C 1.26866 1.39157 4.22335 0.0 0.0 0.0 -0.06
C 1.41575 1.23799 2.85157 0.0 0.0 0.0 -0.08
C -0.53616 1.52593 -0.58509 0.0 0.0 0.0 -0.37
C -0.56133 1.58829 -1.97575 0.0 0.0 0.0 -0.11
C -1.37696 2.51779 -2.60049 0.0 0.0 0.0 -0.06
C -2.16380 3.37294 -1.83863 0.0 0.0 0.0 -0.06
C -2.13531 3.30466 -0.45391 0.0 0.0 0.0 -0.06
C -1.31851 2.37853 0.18276 0.0 0.0 -0.1 -0.08
H 5.37890 -0.76350 -0.90787 0.0 0.0 0.0 0.11
H 6.01440 1.58600 -1.26910 0.0 0.0 0.0 0.12
H 4.33764 3.39227 -1.00710 0.0 0.0 0.0 0.11
H 2.02124 2.82134 -0.37008 0.0 0.0 0.0 0.11
H -1.33650 -0.67287 2.24796 0.0 0.0 0.0 0.10
H -1.58512 -0.37916 4.68292 0.0 0.0 0.0 0.11
H 0.08020 0.93716 5.94656 0.0 0.0 0.0 0.11
H 2.00075 1.96050 4.78036 0.0 0.0 0.0 0.11
H 2.26210 1.68081 2.34172 0.0 0.0 0.0 0.10
H 0.06301 0.93119 -2.57137 0.0 0.0 0.0 0.10
H -1.39650 2.57847 -3.68035 0.0 0.0 0.0 0.11
H -2.79947 4.09800 -2.32886 0.0 0.0 0.0 0.11
H -2.74608 3.97455 0.13621 0.0 0.0 0.0 0.11
H -1.29259 2.32775 1.26384 0.0 0.0 0.0 0.10
Cl 0.01813 -2.46751 -2.42364 0.0 0.0 0.0 0.86
C -1.53002 -3.21058 -1.97020 0.0 0.0 0.0 -0.56
C -2.49079 -3.26047 -2.95715 0.0 0.0 0.0 -0.09
C -3.70717 -3.84597 -2.64928 0.0 0.0 0.1 -0.05
C -3.92567 -4.35582 -1.37967 0.0 0.0 0.0 -0.08
C -2.93494 -4.28427 -0.41214 -0.1 0.0 0.0 -0.67
Cl -3.26287 -4.93388 1.15040 0.0 0.0 0.0 0.72
C -1.68916 -3.70304 -0.67843 0.0 0.0 0.0 -0.64
S -0.45567 -3.68422 0.58862 0.0 0.0 0.1 0.73
H -2.29369 -2.85467 -3.93929 0.0 0.0 0.0 0.12
H -4.48248 -3.90301 -3.39987 0.0 0.0 0.0 0.12
H -4.86944 -4.81608 -1.12356 0.0 0.0 0.0 0.12
```
Forces are in eV/Å.

- Relative energy (zero: lowest compared OMol25 entry of this formula, charge and spin): 0.3 kcal/mol
- Total energy: -139311.9591 eV
- Frontier orbital gap: 8.84 eV
- Total charge: +1
- HOMO energy: -11.59 eV
- LUMO energy: -0.1011 hartree


# C30H35N2O8

5 unconnected molecules or ions with the total composition C30H35N2O8 at a distorted geometry (ωB97M-V/def2-TZVPD, the OMol25 dataset).

Structure (XYZ):
```
75
Properties=species:S:1:pos:R:3:forces:R:3:lowdin_charge:R:1
C -26.62244 -42.25460 -36.20522 -2.2 -5.4 4.4 0.00
C -27.44676 -41.78760 -34.96063 5.8 -2.0 1.5 -0.13
N -27.93848 -42.93178 -34.12573 -1.9 4.6 -4.8 0.01
C -29.23446 -43.46092 -34.46651 3.2 -1.2 3.2 0.07
C -29.28102 -44.52997 -33.60606 -1.7 -1.8 -2.2 -0.03
N -28.09537 -44.59202 -32.99118 1.4 -4.1 5.6 -0.04
C -27.29797 -43.59194 -33.23223 -0.5 -0.6 -0.6 -0.06
C -27.68971 -45.64882 -31.93725 -2.6 2.7 -0.2 0.08
H -25.95131 -43.15897 -35.85553 -1.2 1.6 -0.7 0.12
H -25.98740 -41.61793 -36.63670 1.8 2.9 -1.9 0.02
H -27.47313 -42.67379 -36.70110 0.4 -0.4 -1.9 0.06
H -28.16690 -41.20957 -35.25851 -4.9 2.6 -1.6 0.06
H -26.83662 -41.05711 -34.45023 0.3 -0.3 1.3 0.11
H -29.84660 -43.14393 -35.26096 -0.4 0.6 -0.6 0.13
H -29.89171 -45.48428 -33.66063 0.5 1.8 0.4 0.17
H -26.31040 -43.46815 -32.87001 0.6 0.4 0.3 0.16
H -27.16879 -46.38079 -32.33341 3.2 -3.0 -2.6 0.03
H -28.45916 -46.23919 -31.55833 -2.7 -0.4 -0.1 0.08
H -27.28942 -45.43374 -30.98539 1.1 2.0 0.6 0.09
C -24.13570 -36.13187 -34.28946 -3.7 1.4 1.7 0.05
C -25.55010 -35.71260 -33.87965 1.9 -3.8 -2.8 0.04
C -26.57100 -36.54935 -34.32264 1.2 -2.1 -1.3 -0.34
C -26.26579 -37.64984 -35.16276 1.6 -0.4 -0.6 0.01
C -24.95339 -38.03710 -35.59488 -1.5 3.5 3.1 0.00
C -23.88774 -37.32451 -35.06652 -1.0 3.8 2.9 -0.33
O -22.62979 -37.76490 -35.04247 -3.8 -5.6 -5.6 0.11
O -27.88559 -36.38783 -33.89880 1.3 -3.0 -0.3 0.05
H -23.42715 -35.49295 -33.70682 0.1 -1.1 -1.1 0.11
H -26.05672 -35.03649 -33.24979 1.2 1.8 1.2 0.10
H -26.99253 -38.34253 -35.52295 -1.0 0.0 0.1 0.10
H -24.73596 -38.91761 -36.04093 0.2 -2.7 -1.7 0.07
H -22.05905 -37.34447 -34.56031 4.7 4.3 4.4 0.02
H -27.94999 -35.48763 -33.96801 -1.3 3.7 0.1 0.05
C -26.19575 -46.70972 -37.72890 -7.5 4.2 -1.2 0.08
C -26.72509 -46.30267 -39.12835 5.8 -1.0 3.1 0.00
C -27.82823 -45.58045 -39.32369 -4.7 -0.2 -0.1 -0.30
C -28.80501 -45.53682 -38.21184 1.8 -0.2 -0.7 0.02
C -28.34522 -45.85131 -36.93731 0.5 0.3 -3.3 -0.07
C -27.07412 -46.33155 -36.64395 2.3 -1.7 -2.7 -0.32
O -26.91151 -46.66299 -35.33624 -0.1 0.1 1.6 0.02
O -28.25980 -45.25068 -40.62851 2.3 -0.8 1.2 0.03
H -25.26993 -47.06355 -37.61148 3.3 -1.5 0.3 0.05
H -25.83836 -46.39680 -39.82028 -1.7 0.0 0.0 0.13
H -29.89709 -45.39629 -38.36448 1.0 0.3 -0.1 0.12
H -29.06610 -45.85726 -36.22940 -1.9 0.0 2.6 0.06
H -26.03319 -46.81883 -34.96507 0.0 0.1 -1.0 0.11
H -29.11066 -44.85250 -40.65095 -1.1 0.5 0.4 0.07
C -22.58397 -42.89472 -35.37764 -0.2 6.2 1.6 0.08
C -22.83320 -41.34205 -34.80406 -0.5 -9.2 0.6 0.12
C -23.38940 -41.39643 -33.51412 1.8 2.5 -2.6 -0.35
C -23.60426 -42.53517 -32.82050 1.3 -3.8 -2.4 -0.03
C -23.26086 -43.83583 -33.29477 -0.3 3.8 0.6 0.01
C -22.68541 -43.96262 -34.54618 -1.5 -0.4 -0.9 -0.37
O -22.57223 -45.17595 -35.15186 1.6 2.4 -2.7 0.08
O -23.57509 -40.17787 -32.91866 -1.2 -1.9 2.3 0.06
H -22.32035 -42.98822 -36.41132 0.2 -0.2 -0.3 0.10
H -22.60389 -40.56411 -35.43611 0.3 1.8 -1.0 0.06
H -24.02816 -42.51113 -31.91259 -1.4 0.4 3.3 0.05
H -23.48876 -44.60384 -32.62168 -0.1 -1.4 0.6 0.10
H -22.79605 -45.85660 -34.61256 -0.9 -3.1 2.7 0.04
H -23.34999 -39.64499 -33.62295 0.7 3.0 -1.9 0.02
C -25.83908 -41.04498 -30.48604 -4.4 -0.5 -0.4 0.02
C -26.44498 -39.98420 -31.29182 1.8 -1.4 -0.6 -0.01
C -27.79186 -40.07368 -31.73860 0.1 -0.7 0.5 -0.29
C -28.58648 -41.18072 -31.31343 1.6 0.8 -0.2 0.00
C -28.03454 -42.24405 -30.52796 3.1 6.1 -1.8 -0.03
C -26.72807 -42.17102 -30.02768 0.7 3.7 -2.9 -0.33
O -26.29641 -43.18668 -29.30394 0.5 -1.5 1.0 0.06
O -28.29901 -39.08690 -32.63425 0.5 -1.9 1.6 0.01
H -24.80465 -41.05861 -30.22045 0.5 0.2 0.1 0.09
H -25.72994 -39.23858 -31.83647 -1.4 -1.2 1.4 0.14
H -29.62479 -41.15533 -31.61504 -0.1 -0.4 0.0 0.11
H -28.62806 -42.97507 -30.31165 -3.4 -4.4 1.6 0.05
H -25.51516 -42.96464 -28.79643 0.2 0.1 0.1 0.12
H -27.84691 -38.30823 -32.31438 -0.1 0.9 -0.4 0.07
```
Forces are in eV/Å.

- Relative energy (zero: lowest compared OMol25 entry of this formula, charge and spin): 11.7 kcal/mol
- Total energy: -51022.4383 eV
- Frontier orbital gap: 8.29 eV
- Total charge: +1
- HOMO energy: -10.59 eV
- LUMO energy: -0.0846 hartree


| no. | M (g/mol) |
| --- | --- |
| 1 | 203.522 |
| 2 | 368.462 |
| 3 | 600.884 |
| 4 | 475.540 |
| 5 | 542.344 |
| 6 | 551.616 |